1.
The following is a quantum chemistry calculation of a 6-piece molecular cluster, C12H36O6 overall at a distorted geometry, from OMol25.

ORCA input file:
```
! wB97M-V def2-TZVPD RIJCOSX def2/J DEFGRID3
* xyz 0 1
C 2.1590 -0.7896 -3.2364
C 2.0256 0.1085 -4.4279
O 2.8742 -0.3023 -5.5148
H 1.6371 -1.7399 -3.3702
H 1.7466 -0.3500 -2.3240
H 3.2059 -1.0064 -3.0173
H 2.3334 1.1242 -4.1452
H 1.0231 0.1510 -4.8410
H 3.7830 -0.1777 -5.2261
C 3.9307 -0.3872 -0.1532
C 4.0358 0.3864 1.1536
O 3.1616 1.5152 1.1799
H 2.9164 -0.7715 -0.2448
H 4.6652 -1.1943 -0.1034
H 4.1373 0.2396 -1.0218
H 5.0704 0.6926 1.3408
H 3.7271 -0.2606 1.9752
H 3.4068 2.0875 0.4365
C -5.8206 1.3590 1.8279
C -4.7388 0.4126 2.2975
O -5.2453 -0.8906 2.5550
H -6.4106 0.9110 1.0283
H -5.4083 2.3097 1.4848
H -6.4733 1.6137 2.6667
H -4.2671 0.8077 3.1939
H -3.9706 0.3059 1.5208
H -5.9200 -1.0877 1.8976
C 1.4737 3.7295 -1.1932
C 2.7683 3.3500 -1.9053
O 3.8680 3.2397 -0.9927
H 0.6607 3.8325 -1.9135
H 1.5863 4.7133 -0.7287
H 1.2118 2.9862 -0.4455
H 2.9964 4.0669 -2.6973
H 2.6698 2.3631 -2.3578
H 4.1326 4.1174 -0.7040
C -3.5594 -4.4978 1.4321
C -2.4633 -3.5095 1.8375
O -2.1195 -3.6362 3.2110
H -4.3154 -4.5355 2.2214
H -3.1494 -5.5077 1.3761
H -4.0454 -4.2219 0.4990
H -2.8273 -2.4914 1.6602
H -1.5479 -3.6918 1.2807
H -2.9124 -3.4613 3.7301
C -0.7569 -0.0751 1.7157
C -0.0904 -0.6188 0.4525
O 0.5657 0.3794 -0.3064
H -1.6071 0.5547 1.4579
H -0.0018 0.4321 2.3138
H -1.1554 -0.9315 2.2671
H -0.8033 -1.1215 -0.1988
H 0.6551 -1.3642 0.7692
H 1.1820 0.8326 0.2864
*
```

Properties
SMILES string ... CCO.CCO.CCO.CCO.CCO.CCO
Kohn-Sham gap ... 10.65 eV
Energy relative to the best compared isomer or geometry (same formula, charge and spin) ... 172.7 kJ/mol
HOMO level ... -10.0 eV



2.
The following is a quantum chemistry calculation of C17H20ClCrIN3O7S2 as an isolated structure at a distorted geometry, from OMol25.

ORCA input file:
```
! wB97M-V def2-TZVPD RIJCOSX def2/J DEFGRID3
* xyz 0 4
Cr -0.1310 -0.6458 0.5068
C -3.1348 1.4688 2.3823
N -2.3917 2.3747 1.5039
C -2.4772 3.7943 1.8195
C -1.6771 1.8908 0.4951
O -1.7317 0.6883 0.1854
C -0.8069 2.8507 -0.3106
O 0.1013 2.1434 -1.1087
C 1.4539 2.2375 -0.7615
C 1.7783 1.5025 0.5291
O 0.8542 1.0658 1.2550
N 3.0515 1.3745 0.8636
C 3.4359 0.6549 2.0796
C 4.1290 1.8315 -0.0127
H -2.9662 1.7755 3.4142
H -4.2037 1.5193 2.1664
H -2.7789 0.4531 2.2536
H -1.8223 4.0526 2.6540
H -2.2280 4.4117 0.9624
H -3.5026 4.0249 2.1038
H -1.4677 3.4057 -0.9823
H -0.3077 3.5665 0.3446
H 2.0217 1.8038 -1.5825
H 1.7539 3.2862 -0.6393
H 2.5576 0.2122 2.5352
H 4.1310 -0.1415 1.8167
H 3.9167 1.3413 2.7776
H 4.2084 1.1986 -0.8986
H 3.9869 2.8659 -0.3219
H 5.0617 1.7715 0.5408
Cl -0.5015 -4.7620 -4.9009
C -0.0373 -3.5218 -3.7702
C 1.0839 -2.7828 -3.9980
C 1.4775 -1.7654 -3.1026
I 3.1634 -0.6040 -3.4915
C 0.7525 -1.4904 -1.9622
O 1.0106 -0.5479 -1.0891
C -0.4061 -2.2972 -1.7378
N -1.0922 -1.9914 -0.5924
C -2.2189 -2.6093 -0.3228
C -2.7256 -3.6058 -1.1742
C -2.0376 -3.9559 -2.2980
C -0.8332 -3.2915 -2.6228
H 1.6741 -2.9799 -4.8833
H -2.7118 -2.3427 0.6014
H -3.6460 -4.1044 -0.9056
H -2.4015 -4.7433 -2.9454
O -0.1081 -2.3336 4.0687
S -0.3797 -2.3537 2.6604
O -1.0699 -1.0513 2.2075
O -1.1301 -3.4896 2.1717
S 1.3228 -2.1554 1.5155
*
```

Properties
Kohn-Sham gap (spin up / spin down) ... 7.64 / 7.60 eV
Energy relative to the best compared isomer or geometry (same formula, charge and spin) ... 8.0 kJ/mol
HOMO level (spin up / spin down) ... -7.7 / -7.9 eV
<S²> ... 3.791



3.
The following is a quantum chemistry calculation of C4H11N3O as an isolated structure at a distorted geometry, from OMol25.

ORCA input file:
```
! wB97M-V def2-TZVPD RIJCOSX def2/J DEFGRID3
* xyz 0 1
C 1.1582 -0.6659 0.1383
C -0.2277 1.6812 0.8692
C 2.1811 -0.1998 -0.8509
N -1.5686 -1.2379 -0.6914
N -0.3592 0.4707 0.0826
C -1.4789 -0.3409 0.3565
O -0.6240 -1.0485 -1.6745
N -2.3486 -0.0063 1.2308
H -2.2648 -1.9717 -0.6746
H -0.3463 0.3530 -1.1601
H -3.1327 -0.6519 1.2633
H 1.3705 -0.3792 1.1659
H 0.8673 -1.6991 -0.0053
H -0.1358 1.4335 1.9277
H 0.6640 2.2198 0.5436
H -1.1196 2.2989 0.7661
H 3.1483 -0.6532 -0.6057
H 2.3114 0.8824 -0.8184
H 1.9055 -0.4851 -1.8632
*
```

Properties
Kohn-Sham gap ... 7.93 eV
Energy relative to the best compared isomer or geometry (same formula, charge and spin) ... 532.2 kJ/mol
HOMO level ... -7.1 eV